No. 1
Formula: C21H25N7S
Source: the Open Molecules 2025 dataset
Level of theory: ωB97M-V/def2-TZVPD

```
54
Properties=species:S:1:pos:R:3:forces:R:3
S -1.84527 -2.36240 -0.07529 1.9205 -4.1378 3.0462
N 3.27796 1.51196 0.84908 6.1214 2.9534 1.8817
N -5.65192 2.03300 -1.55207 -4.6728 1.7154 1.2731
N -5.31400 2.27616 -0.23307 5.3041 -4.6634 -2.8819
N -4.10696 0.70560 -1.49424 12.6372 -5.0281 14.5556
N 2.51280 -0.39242 -0.27273 2.3313 5.5882 3.4754
N -5.08082 1.00538 -1.96007 -12.5103 2.6874 -15.1716
N -1.94157 1.03773 0.76450 -6.2776 -8.0683 6.2487
C -1.37294 0.49374 2.11881 4.6078 4.2764 -4.7689
C -4.13286 -3.09417 1.25426 12.3070 6.1472 -8.7168
C -4.32852 -1.87242 0.18670 -4.8817 -6.5318 6.3267
C -3.27222 -1.79558 -0.48909 1.3630 7.9157 -5.4439
C 0.12635 -0.03548 1.75525 -0.0731 4.5779 2.4956
C 4.39774 0.82016 0.38486 1.7796 -1.0526 -2.3507
C -2.70732 -3.43746 1.19244 -7.4049 8.0064 -4.3435
C 6.98953 -1.75103 -1.77872 -1.1114 0.6939 3.7359
C -4.27740 1.31728 -0.24322 0.8795 3.5818 7.3826
C -1.41426 2.11667 0.21862 -1.2742 1.6425 -0.7033
C 8.09147 0.50068 -0.09428 4.8643 -1.5190 -3.3120
C 2.23927 0.96871 0.66208 -5.7497 -6.1284 -3.4381
C 4.64876 -1.20189 -0.93505 7.9486 -8.2972 -5.9325
C -3.12673 -0.52844 -1.54633 -2.1536 -0.6792 -2.4068
C 5.86714 1.19026 0.42910 -5.9200 -6.1147 -2.9349
C -0.09644 1.82805 -0.12682 3.6990 -8.4096 0.4488
C 6.71616 0.23649 -0.21951 -7.3629 -0.8622 1.8192
C 3.87949 -0.43316 -0.46560 -10.2062 13.4436 10.2274
C 0.76112 1.23804 1.12998 2.0686 0.8596 -2.9074
C -3.47603 1.24511 1.21648 1.8550 -9.2091 -6.6390
C 5.97387 -0.98708 -0.76930 7.1198 2.1136 -2.7037
H 6.11218 1.99462 0.95938 1.3790 3.2544 1.8908
H -2.26407 -4.16551 1.57700 3.9442 -5.9957 3.4731
H 6.50833 -2.61646 -2.16640 -0.4266 -0.2484 -1.2593
H -2.14470 0.03172 -1.56559 -0.9498 -1.4591 -0.1043
H 0.94570 2.21151 1.58490 -0.4066 -0.5849 1.9052
H -3.85241 0.37721 1.94099 0.9157 2.0189 -1.8745
H -4.74789 -3.47654 1.81040 -6.7522 -4.0910 5.8967
H -1.42066 1.43664 2.69590 0.5421 -1.0202 0.8837
H 7.66665 -2.19383 -1.05533 0.8737 -0.0449 -0.1887
H -1.70989 -0.35861 2.47980 -3.3179 -3.3256 1.5961
H 8.63486 -0.42889 0.35968 -0.4509 1.8768 -0.9474
H 8.44726 1.44844 0.31086 -0.6859 -0.2619 0.7443
H 0.13403 -0.85417 1.09037 -0.3086 -0.7051 -0.8287
H -1.45759 2.89224 0.92049 -0.0356 2.4970 0.7746
H 7.52404 -1.02233 -2.38392 -0.2536 -0.4475 -0.4456
H 8.45724 0.69192 -1.23622 -0.0710 -0.9798 2.2759
H 1.69442 -0.79536 -0.49021 -2.5250 -2.5753 -1.6697
H -2.02978 2.23101 -0.64554 -0.3433 1.4157 -0.9225
H 0.05674 0.80003 -0.77925 -0.9915 2.9675 0.4078
H -3.54392 -1.00558 -2.51306 1.5703 0.9307 0.9238
H -5.37795 -1.76190 0.06496 -0.4266 1.4136 -0.7017
H 0.35514 2.62627 -0.46756 2.8678 3.7288 -2.2389
H 0.74339 -0.30051 2.65790 -0.8258 0.1041 -0.6585
H 4.21522 -1.86486 -1.64012 0.4756 -1.5013 -0.5384
H -3.57778 2.12556 1.51312 -1.0059 7.5315 3.3442
```
Positions in Å, forces in eV/Å.

Output
- Kohn-Sham gap: 7.6880 eV
- Energy: -1596.0012 Eh
- HOMO: -7.38 eV



No. 2
Formula: C21H25NO5S
Source: the Open Molecules 2025 dataset
Level of theory: ωB97M-V/def2-TZVPD

```
53
Properties=species:S:1:pos:R:3:forces:R:3
S 0.41739 -2.80741 4.11692 -0.2971 -0.3182 0.1574
O 1.84119 -2.85543 3.91644 0.0678 0.0824 -0.3899
O 0.96247 -0.41841 -2.33037 -0.1195 -0.0143 0.3408
O -1.83295 4.40341 0.06108 0.0273 -0.1656 -0.1035
O -1.41414 2.20055 0.12219 0.1204 -0.3245 -0.0791
O -0.07712 -2.89421 5.46664 -0.3388 0.0744 -0.0710
N 1.00063 1.04719 -4.07603 0.1017 0.1203 -0.4254
C -0.83061 3.34732 -1.83039 0.1625 0.1137 -0.4554
C -1.99539 0.28031 3.15339 0.1048 0.0400 -0.0884
C -0.22935 -1.31138 3.36310 0.1944 -0.5871 0.2019
C 0.15421 -4.09797 1.71911 -0.0028 -0.1752 -0.2322
C 1.27403 -0.14261 -3.46699 0.3078 -0.4201 -0.3066
C -0.34719 -5.27903 0.89377 0.0452 0.2186 0.1377
C -1.88566 2.12566 1.46024 -0.2114 0.3765 0.4287
C -0.34475 4.45535 -3.89895 0.0132 -0.0495 -0.0031
C 1.18652 -1.50857 -5.58262 0.0672 -0.0614 0.2062
C -0.05340 0.43091 1.74216 -0.0643 -0.0001 0.0534
C 0.27641 3.31037 -4.36243 0.0005 -0.1169 0.1010
C -0.21185 2.19056 -2.29078 -0.0676 -0.0415 0.1456
C 2.02575 -1.12450 -4.36309 0.0236 -0.0146 -0.0642
C -1.29794 0.91497 2.13040 0.0306 -0.0480 -0.1840
C -1.41449 3.40223 -0.46728 -0.1562 0.3945 0.2064
C 3.39141 -0.57029 -4.77170 -0.1149 -0.1347 0.1486
C 0.48184 -0.68670 2.35788 0.1450 0.0219 -0.0318
C -0.89591 4.48388 -2.63124 -0.0839 -0.0789 0.2639
C -0.35291 -4.14589 3.14499 0.4471 0.8474 0.1728
C 0.35257 2.17042 -3.56050 -0.1868 0.3389 0.1911
C -1.46022 -0.83546 3.77203 -0.1084 -0.0047 0.1338
H -0.16662 -3.16484 1.25034 0.0707 -0.0051 -0.0140
H 0.21032 -1.87406 -5.27229 -0.1106 -0.0348 -0.0487
H -2.95746 0.66098 3.46288 -0.1222 0.0167 0.0322
H -1.97431 -1.33916 4.57552 -0.1263 -0.0120 0.0964
H -1.42713 -3.99813 3.22038 -0.1347 -0.0142 0.0512
H 1.68677 -2.29738 -6.13992 0.0242 -0.0490 -0.0867
H 3.95579 -0.26427 -3.89387 0.1086 0.0585 0.0311
H -2.98119 2.07395 1.45400 0.1698 0.0269 0.0110
H -0.16518 1.31392 -1.66808 0.0074 0.0042 -0.0315
H 0.71003 3.29682 -5.35321 0.0499 -0.0062 -0.0991
H 0.02873 -5.21259 -0.12366 0.0011 -0.0477 -0.1036
H -0.39390 5.32911 -4.53089 -0.0037 0.0644 -0.0496
H -1.43438 -5.28628 0.85896 -0.1228 -0.0646 -0.0501
H 1.04050 -0.66391 -6.25371 -0.0241 0.0633 -0.1041
H -1.37783 5.36868 -2.24624 -0.0354 0.0805 0.0310
H -1.59936 3.04523 1.99086 -0.0958 -0.2085 -0.1056
H 3.95860 -1.33835 -5.29266 0.0661 -0.0289 -0.0716
H 1.33543 1.15701 -5.02289 -0.0297 -0.1026 0.1678
H 2.18203 -2.01870 -3.75191 -0.0875 0.1874 0.0229
H -0.07473 -5.07067 3.64561 0.0676 -0.0127 0.1860
H 1.44787 -1.07612 2.07895 0.1264 -0.0122 -0.0925
H -0.01075 -6.21859 1.32543 0.0127 -0.1401 0.0103
H 3.29788 0.28593 -5.43766 0.0297 0.0867 -0.0863
H 1.24522 -4.10122 1.74790 -0.0116 0.0582 -0.0669
H 0.48695 0.92114 0.94806 0.0627 0.0189 -0.0844
```
Positions in Å, forces in eV/Å.

Output
- SMILES: CCCS(=O)(=O)c1ccc(COC(=O)c2cccc(NC(=O)C(C)C)c2)cc1
- Energy above the lowest of the compared OMol25 structures with the same formula, charge and spin: 4.0 kJ/mol
- Kohn-Sham gap: 9.2686 eV
- Energy: -1644.4031 Eh
- HOMO: -8.92 eV



Calculated LUMO in order - 0.303; 0.351 eV